1.
{"formula": "C3Cl6S", "method": "ωB97M-V/def2-TZVPD", "elements": ["C", "C", "C", "S", "Cl", "Cl", "Cl", "Cl", "Cl", "Cl"], "coordinates": [[-0.16206, 0.67374, -0.17100], [-0.71663, -0.96509, 1.33816], [0.81798, 0.39975, -1.17430], [-1.19502, 1.79984, 0.16232], [-2.27815, -1.11219, 0.59471], [0.32159, -2.32894, 1.33652], [-0.67145, 0.05030, 2.71853], [0.59975, 1.37298, -2.59647], [2.49396, 0.70335, -0.50301], [0.79256, -1.35104, -1.72687]], "forces_ev_per_angstrom": [[-1.9, -1.3, 3.0], [1.0, 2.4, -2.4], [2.1, -1.2, -1.1], [0.7, 0.3, -0.6], [-0.2, -0.9, 0.7], [-0.3, 0.0, 0.3], [-0.2, -0.5, 0.5], [0.0, 0.5, -0.6], [-0.9, -0.1, 0.0], [-0.2, 0.9, 0.3]], "nbo_charge": [-0.216, -0.238, -0.211, 0.289, 0.063, 0.103, 0.086, 0.069, 0.034, 0.021], "e_homo_ev": [-8.5, -8.5], "e_tot_ha": -3273.5213, "fmax_ha_per_bohr": 0.07348, "orbital_gap_ev": [7.2, 7.2]}

2.
{"formula": "CH2BrFO2S", "method": "ωB97M-V/def2-TZVPD", "elements": ["C", "O", "O", "F", "S", "Br", "H", "H"], "coordinates": [[-0.08090, 0.09215, -0.88011], [-5.04464, -0.52609, -1.01504], [-4.62465, -1.39899, 1.18494], [0.22761, -0.88516, 0.00612], [-5.11461, -0.27090, 0.41215], [-2.02270, 0.69345, -0.48768], [0.55276, 0.94525, -0.77108], [0.16820, -0.34645, -1.83726]], "forces_ev_per_angstrom": [[-0.7, -0.5, 0.4], [-0.5, 1.0, 1.0], [-0.7, 1.5, 0.1], [0.0, 0.2, 0.5], [1.0, -2.6, -1.1], [2.1, -0.5, -0.9], [0.0, 0.7, 0.6], [-1.2, 0.1, -0.7]], "nbo_charge": [0.070, -0.812, -0.810, -0.339, 1.624, -0.092, 0.174, 0.185], "e_homo_ev": -10.8, "e_tot_ha": -3261.8094, "fmax_ha_per_bohr": 0.05838, "orbital_gap_ev": 9.4}

3.
{"formula": "C7H14BrCl10F7MgN7O16PS5V", "method": "ωB97M-V/def2-TZVPD", "elements": ["N", "C", "N", "C", "N", "Br", "N", "N", "P", "O", "Cl", "H", "H", "H", "H", "H", "C", "F", "F", "F", "S", "O", "O", "O", "N", "S", "O", "O", "F", "S", "O", "O", "F", "C", "Cl", "Cl", "Cl", "Cl", "Mg", "N", "S", "O", "O", "F", "S", "O", "O", "F", "O", "V", "O", "Cl", "C", "C", "Cl", "H", "H", "H", "H", "O", "H", "C", "Cl", "Cl", "Cl", "H", "O", "H", "H", "H"], "coordinates": [[2.14521, -2.54949, 4.36074], [1.97045, -3.11351, 3.03433], [2.15405, -4.50392, 2.63617], [1.86213, -4.49220, 1.24189], [1.84393, -5.46660, 0.32088], [2.32011, -7.19089, 0.88188], [1.52862, -3.18820, 0.73357], [1.58886, -2.40599, 1.84592], [1.22678, -0.65889, 1.90492], [-0.18323, -0.59269, 2.90136], [0.54684, 0.01825, 0.01495], [2.40793, -3.35711, 4.95891], [1.23045, -2.23233, 4.73425], [1.57828, -5.25121, -0.64890], [1.29534, -2.85890, -0.21058], [-0.62181, -1.46124, 2.71603], [-1.23364, 2.60553, -2.76994], [-0.08996, 3.31040, -2.88378], [-1.60387, 2.29680, -4.02655], [-0.88813, 1.42361, -2.17909], [-2.55234, 3.51270, -1.82846], [-2.78938, 4.72812, -2.59084], [-1.97748, 3.75302, -0.51232], [-3.69092, 2.60679, -1.80623], [-3.13035, 9.18089, -0.52127], [-3.46208, 7.78002, -1.15692], [-3.91193, 7.76785, -2.52744], [-4.03100, 6.77533, -0.29024], [-1.98603, 7.22139, -1.32570], [-4.43017, 10.04487, -0.28241], [-4.15044, 11.43306, -0.01061], [-5.48157, 9.46666, 0.51577], [-5.08939, 10.13252, -1.72327], [-1.41292, -9.55210, 0.18850], [-0.67980, -7.94497, 0.38862], [-3.09450, -9.51150, 0.75129], [-1.37059, -9.99844, -1.52959], [-0.49903, -10.74193, 1.13623], [1.13105, -0.20980, -2.67313], [-4.62506, 6.92109, -6.08359], [-4.57185, 8.37687, -6.66934], [-5.15103, 8.58032, -7.98522], [-3.41878, 9.18033, -6.35192], [-5.66721, 9.06084, -5.75724], [-3.65879, 5.93742, -6.85362], [-3.91053, 4.54816, -6.56903], [-2.26627, 6.30033, -6.94230], [-4.14646, 6.04522, -8.36253], [-1.37610, -10.37428, -4.85521], [-1.85701, -12.01962, -4.57110], [-2.33420, -13.65817, -4.26896], [3.39078, -5.02019, 6.89357], [4.94626, -4.14652, 6.88285], [5.08282, -3.20967, 8.06348], [3.95645, -1.83137, 7.95798], [5.02892, -3.61164, 5.93561], [5.73305, -4.90221, 6.91628], [6.09378, -2.79245, 8.09207], [4.89990, -3.72412, 9.00796], [-3.56761, 8.81657, -10.27893], [-3.94450, 9.25596, -9.49688], [8.20890, -1.70518, 10.09341], [8.11586, -3.02424, 8.91443], [6.66112, -1.50814, 10.92608], [9.50765, -2.00075, 11.25423], [8.42993, -0.78439, 9.55908], [1.02377, -3.68388, -4.63943], [1.35801, -4.47720, -4.16150], [0.06220, -3.76548, -4.84754], [1.55488, -3.50069, -5.45127]], "forces_ev_per_angstrom": [[-1.2, -2.2, -2.6], [-0.5, -2.3, -2.8], [-1.1, 3.6, -2.5], [-0.1, 2.7, 0.6], [0.3, -0.6, 1.1], [0.4, 0.8, -0.4], [0.9, -3.7, 2.6], [-0.4, 1.4, 2.6], [-0.7, 2.3, 2.4], [2.0, -2.1, -2.4], [-0.2, -1.1, 1.0], [0.2, 0.5, -0.2], [0.7, 0.3, -0.4], [0.3, -0.5, 0.9], [0.1, 0.1, 0.7], [-0.4, 1.0, 0.5], [0.4, 0.6, -1.4], [-0.5, -0.2, 0.4], [-0.1, 0.1, 0.7], [0.0, -0.3, 0.3], [-1.6, 1.0, 1.1], [0.6, -0.9, 0.1], [0.3, -0.5, -0.9], [1.0, 0.0, -0.3], [-0.3, -0.4, 0.1], [1.6, -4.1, -1.9], [-0.3, 0.8, 1.1], [-0.2, 1.4, -0.1], [-0.3, 1.0, 0.5], [-3.4, 3.8, 0.7], [0.9, -1.6, -0.1], [1.4, -0.5, -0.5], [0.5, -0.4, 0.1], [-0.3, -0.4, 0.1], [-0.6, -0.2, -0.1], [0.4, 0.0, -0.1], [0.1, 0.2, 0.1], [-0.1, 0.3, -0.2], [0.0, -0.3, -0.6], [0.2, 0.8, -0.5], [-1.0, 3.8, 2.1], [0.6, -0.9, -0.5], [-0.2, -1.4, -0.9], [0.4, -1.1, -0.4], [2.3, -4.5, -1.8], [-0.5, 1.8, 0.6], [-1.3, 0.8, 0.6], [-0.2, 0.5, 0.3], [-0.8, -3.1, 0.8], [-0.3, -0.8, -0.1], [1.2, 4.0, -0.6], [-0.2, 0.0, -0.2], [0.4, 0.2, 0.1], [0.0, 0.0, -0.1], [-0.1, 0.0, -0.1], [-0.1, 0.0, 0.1], [-0.1, 0.0, 0.1], [-0.7, -0.1, -0.2], [0.0, 0.1, -0.1], [0.0, -0.5, 0.2], [-0.2, 0.5, 0.4], [0.1, 0.1, 0.3], [0.8, 0.0, 0.2], [0.1, 0.0, -0.1], [-0.2, 0.0, -0.2], [0.0, -0.2, 0.1], [0.0, -0.2, -0.2], [0.0, 0.1, -0.1], [0.1, 0.1, 0.0], [-0.1, 0.1, 0.1]], "nbo_charge": [-0.778, 0.606, -0.477, 0.573, -0.676, 0.358, -0.423, -0.522, 1.305, -0.913, -0.337, 0.435, 0.425, 0.423, 0.451, 0.489, 0.685, -0.319, -0.312, -0.409, 2.303, -0.819, -0.863, -0.865, -1.012, 2.454, -0.803, -0.771, -0.478, 2.459, -0.859, -0.850, -0.484, -0.216, 0.009, 0.079, 0.050, 0.070, 0.160, -0.978, 2.456, -0.800, -0.770, -0.455, 2.457, -0.854, -0.833, -0.486, -0.965, 1.785, -0.861, -0.075, -0.383, -0.409, -0.069, 0.214, 0.232, 0.244, 0.232, -0.216, 0.453, -0.281, 0.006, 0.026, 0.041, 0.235, -0.800, 0.554, 0.577, 0.578], "e_homo_ev": -9.4, "total_charge": 1, "e_tot_ha": -13212.4047, "fmax_ha_per_bohr": 0.10359, "orbital_gap_ev": 0.8}

4.
{"formula": "C2HN4OS", "method": "ωB97M-V/def2-TZVPD", "elements": ["C", "C", "N", "N", "N", "N", "O", "S", "H"], "coordinates": [[0.62498, 0.20644, -0.53928], [3.04544, -1.66945, -0.88858], [0.22681, 1.39511, -0.82739], [0.17067, -0.71309, -1.40520], [-0.37250, 1.30109, -2.03362], [-0.39968, 0.07415, -2.38898], [3.69467, -0.85378, -0.34381], [2.57769, -2.94898, -1.64913], [1.35097, 0.10034, 0.20028]], "forces_ev_per_angstrom": [[-1.2, -1.4, -0.9], [2.5, 0.5, 0.6], [0.2, 2.9, -0.8], [0.7, 0.7, -1.1], [-0.3, 0.5, 0.7], [-0.2, -1.8, 0.8], [-1.8, -0.9, -0.8], [-0.5, 0.2, 0.1], [0.5, -0.8, 1.5]], "nbo_charge": [0.037, 0.455, -0.409, -0.442, -0.173, -0.170, -0.487, 0.025, 0.163], "e_homo_ev": -4.9, "total_charge": -1, "e_tot_ha": -769.2912, "fmax_ha_per_bohr": 0.05978, "orbital_gap_ev": 7.9}

5.
{"formula": "C9H14", "method": "ωB97M-V/def2-TZVPD", "elements": ["C", "C", "C", "C", "C", "C", "C", "H", "H", "H", "H", "H", "H", "H", "H", "C", "C", "H", "H", "H", "H", "H", "H"], "coordinates": [[0.45267, -1.77023, 1.73865], [-0.53601, -0.64542, 1.43602], [-1.86047, -0.75610, 1.83799], [-2.73654, 0.26956, 1.43325], [-2.37095, 1.30209, 0.59103], [-1.05318, 1.32582, 0.16284], [-0.13700, 0.37983, 0.56469], [-0.02238, -2.71444, 1.48919], [0.67970, -1.67855, 2.80174], [1.32863, -1.75298, 1.08999], [-2.27773, -1.53778, 2.44872], [-3.78622, 0.32058, 1.72180], [-2.95441, 2.04656, 0.06205], [-0.77993, 2.21416, -0.40475], [0.92779, 0.49764, 0.40784], [3.66801, -0.23763, -2.75448], [2.61777, 0.52181, -3.54069], [3.77806, -1.24740, -3.14270], [4.62481, 0.25782, -2.75966], [3.39323, -0.27678, -1.69558], [2.21251, 1.39484, -3.03902], [1.75294, -0.08595, -3.83417], [3.01059, 0.81610, -4.52321]], "forces_ev_per_angstrom": [[-0.7, 0.6, 0.0], [0.5, -1.2, -1.1], [-0.6, 1.9, -0.5], [-1.3, 0.2, 0.0], [1.3, -0.6, -0.8], [0.4, 1.0, 0.0], [-0.1, 0.1, 1.2], [-0.1, -0.2, 0.5], [0.4, -0.6, -0.1], [0.2, 0.4, 0.3], [0.3, -0.3, 0.2], [0.2, -0.6, 0.3], [-0.8, -0.2, 0.9], [0.4, -0.4, -0.2], [0.0, -0.1, -0.5], [-0.5, 0.0, 0.6], [-0.3, -0.1, -1.2], [0.1, -0.1, 0.1], [0.4, 0.2, -0.3], [-0.1, -0.3, -0.1], [0.2, 0.2, 0.1], [0.1, -0.2, 0.5], [0.1, 0.3, 0.3]], "nbo_charge": [-0.636, 0.017, -0.239, -0.189, -0.241, -0.190, -0.237, 0.219, 0.221, 0.215, 0.218, 0.208, 0.219, 0.205, 0.210, -0.607, -0.609, 0.205, 0.203, 0.199, 0.204, 0.204, 0.201], "smiles": "Cc1ccccc1.CC", "e_homo_ev": -9.1, "e_tot_ha": -351.3064, "fmax_ha_per_bohr": 0.03929, "orbital_gap_ev": 10.0}

6.
{"formula": "C17H33FIO12", "method": "ωB97M-V/def2-TZVPD", "elements": ["F", "C", "I", "H", "C", "C", "O", "C", "O", "O", "C", "H", "H", "H", "H", "H", "H", "H", "H", "C", "C", "O", "C", "O", "O", "C", "H", "H", "H", "H", "H", "H", "H", "H", "C", "C", "O", "C", "O", "O", "C", "H", "H", "H", "H", "H", "H", "H", "H", "C", "C", "O", "C", "O", "O", "C", "H", "H", "H", "H", "H", "H", "H", "H"], "coordinates": [[2.52917, 4.12292, 4.26254], [1.86498, 3.59069, 3.10548], [3.16526, 1.75703, 2.55711], [1.08733, 2.96739, 3.59665], [-2.99729, -0.30380, 5.54602], [-2.42690, -0.62233, 4.18378], [-0.99641, -0.51559, 4.17051], [-0.32300, -1.55740, 4.64799], [-0.80259, -2.59811, 5.03719], [0.96966, -1.26857, 4.59619], [1.85814, -2.29489, 5.03692], [-2.65998, 0.68034, 5.87109], [-4.08550, -0.28048, 5.48665], [-2.70022, -1.04826, 6.28397], [-2.74502, 0.11254, 3.44637], [-2.71553, -1.61877, 3.84858], [1.66733, -3.22356, 4.50116], [1.74126, -2.46641, 6.10629], [2.85066, -1.91365, 4.81620], [3.24593, -2.39741, -3.53130], [3.56439, -3.48358, -2.52888], [3.73335, -2.94692, -1.20951], [2.59570, -2.65869, -0.55586], [1.48539, -2.91551, -0.95948], [2.90734, -2.07602, 0.58341], [1.79355, -1.68184, 1.40406], [4.00926, -1.61946, -3.50126], [3.22417, -2.81372, -4.53980], [2.27594, -1.95065, -3.31760], [4.52305, -3.95331, -2.74446], [2.78678, -4.24687, -2.51071], [1.16728, -2.54908, 1.61338], [1.21054, -0.91112, 0.90596], [2.22188, -1.26324, 2.30650], [3.00909, -0.94733, -10.17596], [2.39203, -1.30952, -8.84447], [3.35825, -1.25738, -7.77824], [3.61781, -0.03574, -7.30569], [3.10223, 0.98904, -7.67726], [4.52713, -0.14624, -6.34361], [4.88331, 1.08798, -5.70397], [3.85997, -1.59463, -10.38990], [2.26964, -1.07912, -10.96709], [3.33620, 0.09107, -10.17937], [2.04744, -2.34162, -8.83156], [1.56097, -0.65026, -8.59804], [3.99489, 1.59475, -5.33489], [5.40679, 1.73785, -6.40284], [5.53197, 0.80431, -4.88200], [-6.01282, 5.54361, 3.32697], [-4.90746, 4.57169, 2.98550], [-4.98191, 3.37814, 3.79309], [-5.85934, 2.46537, 3.39717], [-6.59869, 2.53964, 2.44677], [-5.76381, 1.41660, 4.21907], [-6.61984, 0.31880, 3.89061], [-5.98741, 5.79076, 4.38854], [-5.87242, 6.46338, 2.75784], [-6.98729, 5.12730, 3.07604], [-3.92641, 4.97827, 3.21868], [-4.93476, 4.28437, 1.93561], [-6.48089, 0.02308, 2.85281], [-7.66319, 0.58741, 4.04948], [-6.32740, -0.48322, 4.56152]], "forces_ev_per_angstrom": [[-0.1, -0.1, -0.3], [-0.1, 0.3, 0.4], [0.2, -0.3, -0.1], [0.0, 0.0, 0.0], [0.0, 0.0, 0.0], [0.0, 0.0, -0.1], [0.0, 0.0, 0.1], [-0.1, -0.2, -0.1], [0.0, 0.1, 0.0], [0.0, 0.1, 0.0], [0.0, 0.0, 0.0], [0.0, 0.0, 0.0], [0.0, 0.0, 0.0], [0.0, 0.0, 0.0], [0.0, 0.0, 0.0], [0.0, 0.0, 0.0], [0.0, 0.0, 0.0], [0.0, 0.0, 0.0], [0.0, 0.0, 0.0], [0.0, 0.0, 0.0], [0.0, 0.0, 0.0], [-0.1, 0.1, 0.1], [-0.1, -0.1, -0.2], [0.1, 0.1, 0.1], [0.1, 0.0, 0.1], [-0.1, 0.0, 0.0], [0.0, 0.0, 0.0], [0.0, 0.0, 0.0], [0.0, 0.0, 0.0], [0.0, 0.0, 0.0], [0.0, 0.0, 0.0], [0.0, 0.0, 0.0], [0.0, 0.0, 0.0], [0.0, 0.0, 0.0], [0.0, 0.0, 0.0], [0.0, 0.0, 0.1], [0.1, 0.0, 0.0], [-0.1, 0.1, 0.0], [0.1, -0.1, 0.0], [0.0, 0.0, 0.0], [0.0, 0.0, 0.0], [0.0, 0.0, 0.0], [0.0, 0.0, 0.0], [0.0, 0.0, 0.0], [0.0, 0.0, 0.0], [0.0, 0.0, 0.0], [0.0, 0.0, 0.0], [0.0, 0.0, 0.0], [0.0, 0.0, 0.0], [0.0, 0.0, 0.0], [0.1, 0.0, 0.0], [-0.1, 0.0, 0.1], [0.1, -0.1, -0.2], [0.0, 0.0, 0.1], [-0.1, 0.0, 0.0], [0.0, 0.1, 0.0], [0.0, 0.0, 0.0], [0.0, 0.0, 0.0], [0.0, 0.0, 0.0], [0.0, 0.0, 0.0], [0.0, 0.0, 0.0], [0.0, 0.0, 0.0], [0.0, 0.0, 0.0], [0.0, 0.0, 0.0]], "nbo_charge": [-0.469, -0.220, -0.366, 0.067, -0.635, -0.069, -0.484, 0.985, -0.672, -0.480, -0.258, 0.221, 0.207, 0.217, 0.193, 0.189, 0.188, 0.184, 0.210, -0.639, -0.068, -0.503, 0.984, -0.667, -0.484, -0.262, 0.211, 0.212, 0.226, 0.182, 0.192, 0.174, 0.204, 0.225, -0.638, -0.070, -0.498, 0.982, -0.653, -0.494, -0.256, 0.210, 0.213, 0.226, 0.188, 0.199, 0.203, 0.187, 0.201, -0.638, -0.072, -0.489, 0.983, -0.656, -0.500, -0.256, 0.211, 0.216, 0.221, 0.203, 0.197, 0.198, 0.187, 0.193], "e_homo_ev": -2.9, "total_charge": -1, "e_tot_ha": -1968.0237, "fmax_ha_per_bohr": 0.01047, "orbital_gap_ev": 5.1}

7.
{"formula": "C7H14N", "method": "ωB97M-V/def2-TZVPD", "elements": ["C", "C", "C", "C", "C", "C", "C", "N", "H", "H", "H", "H", "H", "H", "H", "H", "H", "H", "H", "H", "H", "H"], "coordinates": [[1.96725, -0.53314, -0.53017], [0.58032, -0.07883, -0.12181], [-0.37478, 0.34047, -1.28211], [0.14170, 1.36140, -0.30063], [-0.67318, 1.94691, 0.90594], [-1.53204, 0.99631, 1.53699], [-0.22672, 1.29543, 2.20395], [-0.67551, -2.90584, -1.20742], [2.77201, -0.19904, 0.12716], [2.21006, -0.15266, -1.52931], [2.05870, -1.61549, -0.53420], [-0.00648, -0.81146, 0.42769], [-0.20396, 0.62548, -2.31811], [-1.38875, -0.04272, -1.19705], [0.96698, 1.89258, -0.75926], [-0.78751, 3.00858, 0.69358], [-2.54376, 1.22621, 1.86199], [-0.21167, 2.01693, 3.02510], [0.53250, 0.54389, 2.39584], [-0.53237, -3.78298, -0.73852], [-1.26319, -3.03332, -2.00805], [-0.80963, -2.09871, -0.65158]], "forces_ev_per_angstrom": [[0.5, 0.2, 0.1], [0.0, -0.2, -2.8], [-1.1, 0.9, 0.2], [0.8, -2.3, 0.9], [1.1, -2.1, -3.1], [1.0, 4.9, 2.1], [-0.8, -0.1, 1.3], [0.8, -0.8, -0.7], [-0.2, 0.2, 0.2], [-0.1, -0.2, 0.2], [-0.3, -0.1, -0.2], [0.4, 0.6, 0.8], [0.8, -0.6, 0.1], [0.1, 0.2, 0.2], [-0.2, 0.8, 0.6], [-1.1, -0.1, 0.4], [-0.5, -1.2, -0.2], [-0.8, -0.8, 0.7], [0.5, 0.1, -1.3], [-0.1, 0.2, 0.4], [-0.3, 0.3, 0.0], [-0.5, 0.1, 0.3]], "nbo_charge": [-0.623, -0.234, -0.369, -0.199, -0.304, 0.338, -0.394, -1.094, 0.221, 0.224, 0.249, 0.216, 0.252, 0.213, 0.267, 0.313, 0.252, 0.267, 0.298, 0.381, 0.381, 0.345], "e_homo_ev": -12.6, "total_charge": 1, "e_tot_ha": -329.3677, "fmax_ha_per_bohr": 0.10449, "orbital_gap_ev": 4.4}